Molecular formula: C11H27N2O3
Method: DFT, the ωB97M-V functional and the def2-TZVPD basis

```
43
Properties=species:S:1:pos:R:3:forces:R:3
C 1.54649 -4.70529 -0.24647 0.150 -0.191 0.773
C 2.33173 -3.43055 -0.32297 -0.569 -0.515 1.566
O 3.00935 -3.24920 -1.27748 1.327 0.724 -2.596
N 2.31944 -2.44893 0.67825 -1.190 -0.533 -0.100
C 1.48991 -2.72436 1.85897 0.243 0.133 0.093
C 2.14960 -1.12732 0.13420 -0.191 1.022 1.106
C 0.88829 -0.78974 -0.70297 1.080 -0.584 0.329
C 1.26763 0.58703 -1.24669 -0.943 -2.125 0.038
N 2.70136 0.36795 -1.61398 -0.416 0.708 -0.308
C 3.35289 -0.49612 -0.55610 0.193 -0.144 -1.190
H 0.86778 -4.75719 -1.08466 -0.240 0.137 -0.219
H 1.02750 -4.89218 0.67920 -0.263 0.026 0.148
H 2.25312 -5.50839 -0.37474 0.298 -0.327 -0.150
H 1.30544 -1.83431 2.44084 0.177 0.438 -0.002
H 2.01681 -3.40141 2.50886 0.118 -0.401 0.205
H 0.52239 -3.13409 1.62157 -0.396 -0.165 -0.166
H 2.00959 -0.48395 0.99595 0.029 0.022 0.440
H 0.02901 -0.76885 -0.05868 -0.414 0.237 0.242
H 0.69736 -1.55167 -1.45330 0.098 0.106 -0.461
H 1.10886 1.29305 -0.46013 0.267 0.859 0.028
H 0.66421 0.71440 -2.12133 -0.037 1.007 -0.429
H 3.16136 1.25244 -1.82758 0.256 -0.112 0.182
H 2.64754 -0.15040 -2.49017 0.376 -0.128 -0.005
H 3.98304 0.10682 0.07516 -0.028 0.327 0.302
H 3.97808 -1.16816 -1.11852 0.124 -0.503 0.199
C -3.15960 0.57390 -2.38947 0.095 0.021 -0.011
C -2.64840 1.06266 -1.04896 -0.124 0.121 -0.297
O -1.38111 1.72343 -1.18167 0.020 -0.048 0.069
H -2.44480 -0.11546 -2.84216 -0.030 -0.052 0.041
H -4.11609 0.06346 -2.28063 -0.007 0.016 -0.012
H -3.29017 1.40852 -3.08156 -0.089 0.008 0.029
H -2.50263 0.22618 -0.36668 0.099 0.071 0.076
H -3.36276 1.75550 -0.59428 -0.102 -0.108 0.020
H -1.50679 2.47381 -1.77506 -0.016 -0.033 0.072
C -3.13342 4.38040 2.39831 -0.037 -0.055 0.017
C -1.99097 3.43077 2.70407 -0.115 0.037 -0.287
O -2.24439 2.12618 2.18192 0.089 -0.089 0.117
H -4.06527 4.00004 2.81672 0.022 0.012 0.055
H -2.94204 5.37122 2.81162 -0.005 0.008 -0.029
H -3.27669 4.47778 1.31875 0.058 0.068 0.000
H -1.86270 3.32085 3.77914 0.020 -0.100 -0.003
H -1.05320 3.81066 2.28358 0.022 0.077 0.103
H -2.34775 2.21052 1.22910 0.050 0.030 0.016
```
Forces are in eV/Å.

## Properties
Net charge = +1
LUMO = -0.1106 Ha
Orbital gap = 0.3468 Eh

Löwdin charges in e: number 1, C, carries 0.0274; number 2, C, carries -0.5018; number 3, O, carries 0.0968; number 4, N, carries -0.0475; number 5, C, carries -0.0341; number 6, C, carries -0.2869; number 7, C, carries -0.0801; number 8, C, carries -0.1066; number 9, N, carries 0.0882; number 10, C, carries -0.0230; number 11, H, carries 0.0983; number 12, H, carries 0.0662; number 13, H, carries 0.0967; number 14, H, carries 0.0930; number 15, H, carries 0.0984; number 16, H, carries 0.0837; number 17, H, carries 0.1439; number 18, H, carries 0.1213; number 19, H, carries 0.1291; number 20, H, carries 0.1331; number 21, H, carries 0.1182; number 22, H, carries 0.1890; number 23, H, carries 0.1862; number 24, H, carries 0.1378; number 25, H, carries 0.1222; number 26, C, carries -0.0751; number 27, C, carries -0.3070; number 28, O, carries -0.1065; number 29, H, carries 0.0741; number 30, H, carries 0.0846; number 31, H, carries 0.0803; number 32, H, carries 0.1145; number 33, H, carries 0.1111; number 34, H, carries 0.0971; number 35, C, carries -0.0883; number 36, C, carries -0.3151; number 37, O, carries -0.0922; number 38, H, carries 0.0790; number 39, H, carries 0.0771; number 40, H, carries 0.0695; number 41, H, carries 0.1126; number 42, H, carries 0.1053; number 43, H, carries 0.0295

Molecular formula: C11H28BaO11RbS3
Method: DFT, the ωB97M-V functional and the def2-TZVPD basis

```
55
Properties=species:S:1:pos:R:3:forces:R:3
Rb 27.89009 -13.04260 -20.39819 -0.143 -0.960 -0.144
Ba 24.56984 -10.96313 -21.27620 -2.395 -3.203 -0.738
O 25.14198 -13.59330 -20.93862 -0.273 2.487 -0.039
C 24.46647 -14.17080 -22.03839 1.383 -1.134 -0.755
C 23.00874 -13.87312 -22.37826 -0.991 0.868 -0.624
O 22.55964 -12.53681 -22.33897 2.285 1.250 1.423
H 24.52419 -15.27328 -21.97420 -0.154 0.034 0.336
H 25.11765 -14.03326 -22.93344 -0.366 0.509 -0.181
H 22.36254 -14.57502 -21.82426 -0.018 0.402 0.483
H 22.81345 -14.15850 -23.43073 0.644 -0.571 0.047
O 21.91789 -14.98280 -17.63583 0.018 0.153 0.200
S 20.72605 -15.63640 -18.07321 0.861 0.421 -1.307
O 19.91973 -16.35756 -17.14738 -0.329 -0.080 0.005
O 19.89820 -14.52320 -18.84772 -0.323 0.114 0.785
C 18.46630 -14.67635 -19.04299 0.103 0.381 -0.467
C 18.20185 -14.23549 -20.46294 -0.086 -0.188 -0.653
C 21.13018 -16.61535 -19.49737 -0.417 -0.460 -0.314
H 17.97050 -14.03824 -18.31464 -0.050 -0.134 0.103
H 18.16636 -15.71442 -18.91109 0.051 0.004 0.187
H 18.78340 -14.85853 -21.14626 -0.050 -0.068 0.037
H 18.47269 -13.20454 -20.68922 0.063 0.071 0.389
H 17.15493 -14.36329 -20.74455 -0.033 -0.040 0.203
H 20.28539 -17.28395 -19.66517 0.270 -0.371 0.153
H 22.08793 -17.11308 -19.38297 -0.170 -0.281 0.288
H 21.17637 -16.02566 -20.40956 0.136 0.482 0.317
O 19.26882 -17.15852 -22.50345 -0.503 -0.053 0.018
S 20.31923 -17.57719 -23.36429 0.419 -0.227 -0.455
O 21.55542 -17.99410 -22.77711 0.238 0.101 -0.145
O 19.76214 -18.75026 -24.27254 -0.439 0.199 0.262
C 20.53684 -19.16134 -25.41657 0.761 0.190 -0.153
C 19.97752 -20.46382 -25.91324 -0.360 -0.270 0.104
C 20.63642 -16.30899 -24.56060 0.275 0.851 1.230
H 21.58667 -19.24574 -25.11839 -0.084 -0.168 0.084
H 20.50891 -18.37669 -26.17815 -0.314 -0.047 0.016
H 20.22704 -21.27818 -25.23466 0.014 0.011 0.007
H 20.33894 -20.71777 -26.90840 0.170 0.121 0.022
H 18.89002 -20.40360 -25.96876 0.009 0.044 -0.025
H 20.71680 -15.40666 -23.94421 -0.072 -0.050 0.035
H 19.78812 -16.14797 -25.21624 0.168 -0.333 -0.340
H 21.63561 -16.43507 -24.96566 -0.255 -0.281 -0.568
O 28.62389 -14.69495 -22.77878 0.143 0.552 0.496
S 29.35323 -15.09715 -23.95639 -0.986 0.387 -0.799
O 30.27504 -16.16343 -23.87672 0.335 -0.159 -0.012
O 28.27877 -15.48504 -25.04887 0.481 -0.024 -0.041
C 27.14356 -14.61047 -25.25602 -0.896 -0.588 0.221
C 25.89885 -15.48382 -25.35827 0.063 0.586 -0.338
C 30.08313 -13.65256 -24.70824 0.537 -0.587 1.351
H 27.25956 -14.05797 -26.18811 0.378 0.092 0.104
H 27.03498 -13.94654 -24.39854 0.156 0.090 -0.053
H 25.85282 -16.20935 -24.55136 -0.008 -0.038 -0.011
H 25.86430 -15.95847 -26.33752 0.056 -0.296 0.140
H 25.02971 -14.82353 -25.30366 -0.042 -0.093 0.102
H 30.67303 -13.20479 -23.90538 0.001 0.104 -0.071
H 29.29675 -12.96566 -24.99607 0.066 -0.044 -0.447
H 30.78838 -14.01888 -25.44701 -0.328 0.243 -0.467
```
Forces are in eV/Å.

## Properties
Net charge = +1
LUMO = -0.1735 Ha
Orbital gap = 0.1949 Eh

Löwdin charges in e: number 1, Rb, carries 0.9364; number 2, Ba, carries 1.7491; number 3, O, carries -0.6552; number 4, C, carries -0.4476; number 5, C, carries -0.4220; number 6, O, carries -0.5048; number 7, H, carries 0.1099; number 8, H, carries 0.0685; number 9, H, carries 0.0891; number 10, H, carries 0.0894; number 11, O, carries -0.2852; number 12, S, carries 0.5637; number 13, O, carries -0.2633; number 14, O, carries -0.2778; number 15, C, carries -0.2348; number 16, C, carries -0.0647; number 17, C, carries -0.1155; number 18, H, carries 0.1215; number 19, H, carries 0.1178; number 20, H, carries 0.0596; number 21, H, carries 0.0801; number 22, H, carries 0.0847; number 23, H, carries 0.0724; number 24, H, carries 0.0772; number 25, H, carries 0.0434; number 26, O, carries -0.2669; number 27, S, carries 0.5488; number 28, O, carries -0.2781; number 29, O, carries -0.2484; number 30, C, carries -0.2760; number 31, C, carries -0.0599; number 32, C, carries -0.1227; number 33, H, carries 0.1216; number 34, H, carries 0.1122; number 35, H, carries 0.0858; number 36, H, carries 0.0841; number 37, H, carries 0.0870; number 38, H, carries 0.0626; number 39, H, carries 0.0837; number 40, H, carries 0.0720; number 41, O, carries -0.3959; number 42, S, carries 0.5695; number 43, O, carries -0.2205; number 44, O, carries -0.2386; number 45, C, carries -0.2559; number 46, C, carries -0.0545; number 47, C, carries -0.0966; number 48, H, carries 0.1266; number 49, H, carries 0.0909; number 50, H, carries 0.0916; number 51, H, carries 0.0844; number 52, H, carries 0.0786; number 53, H, carries 0.0730; number 54, H, carries 0.0656; number 55, H, carries 0.0840

Molecular formula: C11H28BrF7N12O11P2
Method: DFT, the ωB97M-V functional and the def2-TZVPD basis

```
72
Properties=species:S:1:pos:R:3:forces:R:3
C -2.43206 -2.03538 2.58448 -1.951 -0.933 0.033
C -1.20310 -1.67460 2.51070 1.599 0.699 0.684
O -0.25814 -2.21788 1.59678 0.461 0.045 -1.447
P -0.02428 -1.34072 0.28583 -0.149 1.023 0.116
O -0.75909 -0.09676 0.35579 -0.461 1.048 -0.074
O -0.36603 -2.14242 -1.08636 -0.105 -0.443 2.548
P -1.84855 -2.93496 -1.18948 -0.463 -1.055 -1.792
O -1.97199 -3.93605 0.09959 0.404 0.841 -0.369
Br -3.50533 -1.43162 -0.82205 0.476 -0.022 0.260
O 1.57549 -1.01504 0.12528 -1.484 -1.063 0.295
C 2.13767 -0.15798 1.04069 1.752 -0.223 -0.608
F 1.46818 0.02130 2.15428 -0.855 0.336 0.461
F 3.29736 -0.73329 1.40463 0.455 -0.181 0.028
C 2.55334 1.17251 0.32253 -1.009 -0.839 -0.714
F 3.61669 1.69644 0.88503 0.450 0.639 1.201
F 2.95496 0.80572 -0.90935 0.125 -0.221 -0.733
C 1.43783 2.23663 0.10213 1.598 1.142 -0.148
F 0.66495 2.42763 1.12535 -0.922 -0.342 1.086
F 2.07477 3.39707 -0.11087 0.609 0.607 0.009
F 0.77086 2.01377 -0.98693 -1.118 -0.873 -0.872
H -2.98736 -1.65127 3.42868 -0.149 0.211 -0.169
H -2.92304 -2.70714 1.89397 0.127 -0.085 0.186
H -0.81760 -0.93610 3.20057 0.473 -0.073 -0.141
H -2.46690 -4.71125 -0.21551 0.089 -0.124 0.285
C -2.62644 2.24289 3.68348 0.173 -0.098 -0.156
O -2.21885 1.30867 4.36530 -0.043 -0.045 -0.006
N -3.54306 3.14070 4.15192 -0.150 0.085 0.239
N -2.21073 2.47556 2.41223 0.194 -0.036 -0.048
H -3.88620 3.90890 3.60571 0.015 -0.049 -0.072
H -3.87977 3.01070 5.08726 0.019 -0.008 -0.031
H -1.53435 1.84065 2.01916 -0.123 0.025 0.045
H -2.54902 3.25526 1.86155 -0.061 -0.213 -0.120
C -3.66377 3.68296 -0.71752 -0.008 -0.098 -0.213
O -3.55189 4.12296 0.42066 0.022 0.054 -0.054
N -3.90788 4.48963 -1.78672 0.040 0.382 0.080
N -3.55163 2.35695 -1.01409 0.017 -0.058 0.325
H -4.00086 4.14647 -2.72311 -0.033 -0.043 0.029
H -3.99706 5.47848 -1.61086 -0.107 0.021 0.016
H -3.37298 1.72327 -0.25323 0.059 -0.031 -0.063
H -3.63589 1.99344 -1.94413 0.027 -0.011 0.030
C -3.14163 8.40524 -1.51542 0.148 0.056 -0.005
O -4.27274 7.99511 -1.31865 0.060 -0.164 -0.073
N -2.49081 9.22857 -0.64309 -0.113 0.067 0.108
N -2.42028 8.07534 -2.63056 -0.059 -0.085 -0.076
H -1.56128 9.56955 -0.79543 -0.008 -0.011 0.004
H -2.98221 9.49633 0.18942 0.016 -0.023 -0.007
H -2.85842 7.47224 -3.30077 0.018 0.042 -0.017
H -1.49005 8.40518 -2.80303 -0.003 -0.022 0.004
C 6.49084 1.97047 -3.48999 -0.021 -0.001 0.029
O 7.14754 2.23086 -4.48050 0.008 0.001 -0.005
N 5.38818 1.16237 -3.52672 -0.083 -0.096 -0.025
N 6.79675 2.46294 -2.25076 0.067 0.048 0.067
H 4.83890 0.94081 -2.71756 -0.012 0.022 -0.013
H 5.12813 0.78030 -4.41638 0.013 0.022 0.009
H 7.59865 3.06060 -2.17945 -0.016 -0.009 -0.011
H 6.26338 2.25612 -1.42767 -0.005 0.009 -0.015
C -1.37898 -7.54443 1.33860 0.139 0.174 0.027
O -2.49450 -7.14305 1.63861 -0.095 -0.023 -0.142
N -0.33396 -6.70870 1.10311 -0.058 -0.027 -0.102
N -1.08920 -8.87694 1.21118 -0.146 -0.145 -0.021
H 0.58889 -7.02476 0.85004 0.103 0.189 0.014
H -0.50977 -5.72353 1.18923 0.068 -0.014 0.066
H -1.83382 -9.52774 1.37627 0.013 0.019 0.014
H -0.18036 -9.22056 0.96714 0.021 0.043 0.056
C 3.36468 -6.81576 -0.58486 0.150 -0.008 -0.151
O 2.52774 -6.67382 0.29365 -0.076 -0.081 0.012
N 3.22468 -7.72134 -1.59664 -0.115 -0.058 0.048
N 4.50971 -6.07864 -0.62629 -0.015 0.089 0.113
H 3.90427 -7.84621 -2.32234 -0.008 0.000 0.006
H 2.39382 -8.28273 -1.60126 0.019 0.010 -0.036
H 4.64802 -5.40199 0.10168 0.003 -0.014 -0.013
H 5.20633 -6.18178 -1.33903 -0.008 0.001 0.007
```
Forces are in eV/Å.

## Properties
Net charge = 0
LUMO = 0.0053 Ha
Orbital gap = 0.3421 Eh

Löwdin charges in e: number 1, C, carries 0.0372; number 2, C, carries -0.2231; number 3, O, carries -0.1433; number 4, P, carries 0.4145; number 5, O, carries -0.2423; number 6, O, carries -0.4162; number 7, P, carries 0.5709; number 8, O, carries -0.3577; number 9, Br, carries 0.3159; number 10, O, carries -0.0025; number 11, C, carries -0.5606; number 12, F, carries 0.1963; number 13, F, carries 0.1621; number 14, C, carries -0.3533; number 15, F, carries 0.1911; number 16, F, carries 0.1423; number 17, C, carries -0.6081; number 18, F, carries 0.2175; number 19, F, carries 0.1658; number 20, F, carries 0.2175; number 21, H, carries 0.0829; number 22, H, carries 0.0402; number 23, H, carries 0.1131; number 24, H, carries 0.0626; number 25, C, carries -0.6830; number 26, O, carries -0.0024; number 27, N, carries 0.1493; number 28, N, carries 0.1687; number 29, H, carries 0.0931; number 30, H, carries 0.0972; number 31, H, carries 0.0715; number 32, H, carries 0.0539; number 33, C, carries -0.6594; number 34, O, carries 0.0058; number 35, N, carries 0.1639; number 36, N, carries 0.1639; number 37, H, carries 0.0934; number 38, H, carries 0.0793; number 39, H, carries 0.0692; number 40, H, carries 0.0880; number 41, C, carries -0.6839; number 42, O, carries 0.0208; number 43, N, carries 0.1511; number 44, N, carries 0.1471; number 45, H, carries 0.0923; number 46, H, carries 0.1053; number 47, H, carries 0.0972; number 48, H, carries 0.0917; number 49, C, carries -0.6903; number 50, O, carries 0.0247; number 51, N, carries 0.1499; number 52, N, carries 0.1470; number 53, H, carries 0.0742; number 54, H, carries 0.1016; number 55, H, carries 0.1015; number 56, H, carries 0.0870; number 57, C, carries -0.6906; number 58, O, carries 0.0065; number 59, N, carries 0.1650; number 60, N, carries 0.1445; number 61, H, carries 0.0482; number 62, H, carries 0.0851; number 63, H, carries 0.0987; number 64, H, carries 0.0880; number 65, C, carries -0.6662; number 66, O, carries 0.0145; number 67, N, carries 0.1546; number 68, N, carries 0.1570; number 69, H, carries 0.0956; number 70, H, carries 0.1028; number 71, H, carries 0.1074; number 72, H, carries 0.0962